Entry 1:
Here is a cluster of 3 separate species, C6H10O in total from the OMol25 dataset. Energies are from ωB97M-V/def2-TZVPD.

```
17
Properties=species:S:1:pos:R:3:forces:R:3
C 2.1005 0.2510 0.4146 0.0 0.0 0.0
C 0.6323 -0.0450 0.3172 -0.1 0.0 -0.1
C -0.0227 -1.2272 0.6387 0.0 0.0 -0.1
C -1.3584 -1.1534 0.1918 0.0 0.0 0.2
C -1.6871 0.3233 0.1147 0.0 0.0 -0.2
C -0.3203 0.7893 -0.3210 -0.1 -0.2 0.3
O -0.1300 2.0935 -0.6579 0.2 0.1 0.0
H 2.3012 1.1192 1.0567 0.0 -0.1 -0.1
H 2.5426 0.4555 -0.5699 -0.1 0.0 0.1
H 2.6406 -0.6002 0.8392 -0.1 0.1 -0.1
H 0.4723 -2.1306 0.9845 -0.1 0.1 -0.1
H -2.1083 -1.9110 0.3965 0.1 0.1 0.0
H -1.0247 -1.0020 -1.2813 0.0 0.0 0.0
H -2.4883 0.5866 -0.5789 0.1 0.0 0.1
H -1.8985 0.7238 1.1153 0.1 -0.1 -0.1
H -0.5689 -0.2071 -1.5640 0.0 0.0 0.1
H 0.8181 2.2814 -0.6548 -0.1 0.0 0.0
```
Forces are in eV/Å.

These are the Löwdin partial charges, in e, on atoms 1 to 4: -0.042, -0.273, -0.090, -0.194

Entry 2:
Here is a cluster of 2 separate species, C6H10O in total from the OMol25 dataset. Energies are from ωB97M-V/def2-TZVPD.

```
17
Properties=species:S:1:pos:R:3:forces:R:3
C -2.2307 0.4655 1.4752 0.0 0.2 -0.1
C -2.0668 1.5610 0.7434 -0.1 -0.1 0.1
C -0.4138 -1.4017 0.0673 0.2 0.0 -0.2
C 1.0451 -1.5515 -0.0052 0.1 -0.3 0.0
C 1.8365 -0.7498 -1.0455 0.0 0.0 -0.2
C 1.3704 0.4921 -0.2902 0.0 0.2 -0.1
O 0.6945 -0.3062 0.7515 0.0 0.1 0.2
H -1.5301 0.1866 2.2550 -0.1 0.1 -0.1
H -3.0473 -0.2272 1.3015 0.0 0.1 0.0
H -2.7527 1.8257 -0.0561 0.0 0.0 0.1
H -1.2314 2.2355 0.9127 -0.1 -0.1 0.0
H -0.7452 -0.8278 -0.8188 0.1 -0.1 0.1
H 1.5526 -2.3069 0.5957 -0.1 0.1 -0.1
H 2.9186 -0.8938 -1.0145 -0.2 0.0 0.0
H 1.4674 -0.8656 -2.0659 0.1 0.0 0.1
H 2.1649 1.0721 0.1841 -0.1 -0.1 0.0
H 0.6482 1.1524 -0.7754 0.1 -0.1 0.1
```
Forces are in eV/Å.

These are the Löwdin partial charges, in e, on atoms 1 to 4: -0.104, -0.098, 0.059, -0.303

Number 1: Kohn-Sham gap 9.237 eV, E -309.74188 Eh. Number 2: Kohn-Sham gap 8.944 eV, E -309.62946 Eh.